Here is a 9-piece molecular cluster, C4H28N2O9 overall from the Open Molecules 2025 dataset. Energies are from ωB97M-V with the def2-TZVPD basis set.

Properties
lowest unoccupied orbital energy = 0.0032 Eh
SMILES = CNCCNCO.O.O.O.O.O.O.O.O
HOMO level = -9.1 eV
ΔE to the lowest compared entry with this formula, charge and spin = 495.6 kJ/mol
Kohn-Sham gap = 9.1618 eV

```
! RIJCOSX wB97M-V def2-TZVPD def2/J DEFGRID3
* xyz 0 1
C 0.3113 -0.1739 -0.2289
N -0.7732 -1.2197 -0.2679
C -1.3853 -1.6791 0.9331
O -2.7271 -1.4736 1.1065
C -0.1984 1.2159 -0.6609
N -0.7614 1.9407 0.4954
C 0.0932 2.6280 1.4579
H 1.2304 -0.4585 -0.8894
H 0.7214 -0.1409 0.8350
H -1.4056 -1.1426 -1.0668
H -1.3623 -2.8986 0.9792
H -0.7505 -1.2444 1.8221
H -2.8612 -0.8397 1.7076
H 0.5845 1.8198 -1.2192
H -1.0877 0.9772 -1.3456
H -1.4551 2.6174 0.1166
H -0.2026 2.1573 2.4385
H -0.1155 3.6641 1.4486
H 1.2070 2.6687 1.3803
H 4.1383 -2.9851 1.2888
H 2.8746 -3.6106 0.5194
O 3.7074 -3.1281 0.4433
H 2.3813 -1.7928 -2.0943
H 3.7535 -1.4179 -2.0410
O 3.0915 -1.5108 -2.7497
H 1.1046 -1.0483 -4.2814
H 0.0777 -2.0333 -3.3707
O 0.1961 -1.4270 -4.1237
H 3.9038 1.6004 2.7737
H 3.9541 1.5060 1.4089
O 3.9974 0.8348 2.1889
H -0.1907 -4.2633 -1.1360
H 0.3366 -3.1487 -0.4823
O 0.4881 -4.1082 -0.5281
H -2.2072 0.7941 3.5287
H -2.1971 2.1034 2.8286
O -2.0000 1.6947 3.7289
H -1.9116 4.0802 -2.2011
H -1.6531 3.1017 -3.1495
O -2.1650 3.1967 -2.3431
H -3.1425 0.3862 0.1096
H -3.7983 1.7758 0.0729
O -3.8017 0.9821 0.5669
*
```

Charge distribution, Mulliken scheme, values in e:
1 C 0.008
2 N 0.017
3 C -0.341
4 O -0.535
5 C -0.613
6 N 0.074
7 C -1.090
8 H -0.369
9 H 0.394
10 H 0.222
11 H 0.161
12 H 0.277
13 H 0.267
14 H 0.316
15 H 0.167
16 H 0.161
17 H 0.381
18 H 0.426
19 H 0.192
20 H 0.306
21 H 0.318
22 O -0.617
23 H 0.263
24 H 0.325
25 O -0.625
26 H 0.343
27 H 0.290
28 O -0.637
29 H 0.309
30 H 0.309
31 O -0.624
32 H 0.269
33 H 0.300
34 O -0.639
35 H 0.311
36 H 0.337
37 O -0.674
38 H 0.296
39 H 0.306
40 O -0.596
41 H 0.364
42 H 0.280
43 O -0.628

---

Here is C20H28CeCl2N2O2 as an isolated structure from the Open Molecules 2025 dataset. Energies are from ωB97M-V with the def2-TZVPD basis set.

Properties
lowest unoccupied orbital energy (spin up / spin down) = 0.0976 / 0.0972 Eh
HOMO level (spin up / spin down) = -0.9 / -0.6 eV
⟨S²⟩ = 1.15
ΔE to the lowest compared entry with this formula, charge and spin = 64.0 kJ/mol
Kohn-Sham gap (spin up / spin down) = 3.5449 / 3.2521 eV

```
! RIJCOSX wB97M-V def2-TZVPD def2/J DEFGRID3
* xyz -1 2
Ce 0.2259 -0.0034 0.3694
Cl -0.2591 0.0322 2.9713
N 0.1096 2.4046 0.1137
N 0.0381 -2.4082 0.1375
C -0.2726 3.0954 -0.9154
C -0.3313 -3.1007 -0.8936
C 1.1440 3.1144 0.9167
C 1.5685 4.2253 -0.0311
C 2.3409 2.2615 1.3634
C 0.3920 3.5408 2.1575
H 2.8581 1.8172 0.5147
H 2.0704 1.4409 2.0358
H 3.0640 2.8727 1.9195
H -0.5057 4.0698 1.8347
H 1.0036 4.1441 2.8359
H 0.0648 2.6194 2.6624
C 1.0374 -3.1299 0.9735
C 1.4540 -4.2671 0.0542
C 0.2486 -3.5150 2.2061
C 2.2491 -2.3035 1.4307
H 2.7866 -1.8742 0.5863
H 2.9514 -2.9316 1.9945
H 1.9896 -1.4748 2.0976
H -0.6574 -4.0231 1.8720
H -0.0620 -2.5771 2.6912
H 0.8277 -4.1257 2.9059
O 0.4031 -4.2361 -1.0679
H 1.4998 -5.2813 0.4607
H 2.3988 -4.0416 -0.4640
O 0.4845 4.2106 -1.1238
H 2.4899 3.9614 -0.5731
H 1.6563 5.2442 0.3552
C -1.3704 2.5978 -1.8321
C -1.3918 -2.5910 -1.8501
C -1.3339 -1.2305 -2.5657
H -2.2833 -2.5261 -1.2158
H -1.5604 -3.4311 -2.5336
C -1.4577 0.0056 -1.7366
C -1.3300 1.2452 -2.5601
H -1.6575 0.0153 -0.4388
C -1.4012 1.2081 -4.0007
C -1.4509 0.0150 -4.7316
C -1.6025 2.5073 -4.7713
C -1.4034 -1.1831 -4.0078
H -1.6562 0.0195 -5.8482
C -1.6104 -2.4750 -4.7899
H -1.7026 -2.2985 -5.8779
H -2.5440 -2.9847 -4.4789
H -0.7980 -3.2070 -4.6336
H -2.5371 3.0156 -4.4598
H -1.6897 2.3394 -5.8611
H -0.7896 3.2366 -4.6039
H -1.5741 3.4468 -2.4977
H -2.2340 2.5229 -1.1627
Cl 2.4393 -0.0583 -1.4555
*
```

Charge distribution, Mulliken scheme, values in e:
1 Ce -0.287
2 Cl -0.615
3 N -0.111
4 N -0.125
5 C 0.723
6 C 0.718
7 C 1.566
8 C -0.778
9 C -1.897
10 C -1.405
11 H 0.456
12 H 0.391
13 H 0.458
14 H 0.412
15 H 0.426
16 H 0.164
17 C 1.558
18 C -0.781
19 C -1.401
20 C -1.891
21 H 0.456
22 H 0.456
23 H 0.393
24 H 0.415
25 H 0.160
26 H 0.424
27 O -0.462
28 H 0.279
29 H 0.351
30 O -0.463
31 H 0.352
32 H 0.273
33 C -1.401
34 C -1.345
35 C 0.596
36 H 0.206
37 H 0.308
38 C -0.072
39 C 0.601
40 H 0.174
41 C 1.287
42 C -0.993
43 C -1.898
44 C 1.272
45 H 0.014
46 C -1.913
47 H 0.316
48 H 0.349
49 H 0.335
50 H 0.349
51 H 0.319
52 H 0.328
53 H 0.347
54 H 0.194
55 Cl -0.592

---

Here is a 18-piece molecular cluster, CH35O20 overall from the Open Molecules 2025 dataset. Energies are from ωB97M-V with the def2-TZVPD basis set.

Properties
lowest unoccupied orbital energy = 0.0328 Eh
HOMO level = -6.1 eV
ΔE to the lowest compared entry with this formula, charge and spin = 204.8 kJ/mol
Kohn-Sham gap = 7.0068 eV

```
! RIJCOSX wB97M-V def2-TZVPD def2/J DEFGRID3
* xyz -1 1
C 8.9368 5.6612 7.2439
O 8.4837 4.6055 6.7502
O 9.6915 5.6619 8.3675
O 8.6927 6.7906 6.8376
H 9.5480 4.9070 8.9634
O 8.7688 1.8756 6.6332
H 8.8177 2.7691 6.9754
H 9.6432 1.7330 6.3971
O 10.1322 8.9736 6.3369
H 9.8013 9.8934 6.3088
H 9.3405 8.4084 6.4687
O 11.4978 7.1139 4.8748
H 10.8020 7.5630 5.3108
H 11.8029 6.5409 5.5481
O 9.1271 7.2650 3.5203
H 8.3139 7.3127 4.0934
H 9.6494 6.5349 3.8324
O 12.1779 6.0270 7.3151
H 11.2619 6.0253 7.6053
H 12.6804 5.9004 8.1370
O 8.4536 7.7330 9.6608
H 8.5876 7.0352 10.3218
H 8.9925 7.2975 8.9944
O 9.8966 4.4802 4.2766
H 10.7748 4.7025 4.0211
H 9.9362 4.4848 5.2369
O 6.2815 7.8120 5.1256
H 6.0534 7.6832 6.0325
H 5.5190 8.3112 4.8480
O 9.5178 3.2049 9.7064
H 9.8927 3.1540 10.5795
H 10.2319 3.0809 9.0701
O 5.6612 6.8438 7.6168
H 5.1359 6.2509 8.2000
H 6.4937 6.4583 7.6840
O 9.1371 5.9695 11.4999
H 8.3652 5.4359 11.6468
H 9.3533 6.2458 12.3523
O 11.6453 5.7103 11.2532
H 10.6903 5.7456 11.3583
H 11.8535 4.7748 11.3551
O 11.1797 8.5271 8.8653
H 11.4064 7.6352 9.2429
H 10.8129 8.4014 8.0117
O 6.7134 5.0351 9.9732
H 7.2294 4.4123 10.4872
H 5.9557 5.1561 10.5980
O 6.3195 3.2775 7.7411
H 7.0139 3.6633 7.2009
H 6.1410 3.8813 8.4690
O 7.7008 9.6058 7.7831
H 6.9631 9.2303 7.2930
H 7.9971 8.8910 8.3466
O 6.9573 5.2867 4.5199
H 6.6213 6.1164 4.8407
H 7.4140 4.9156 5.2612
*
```

Charge distribution, Mulliken scheme, values in e:
1 C 0.408
2 O -0.105
3 O 1.095
4 O -0.317
5 H -0.403
6 O -0.641
7 H 0.084
8 H 0.310
9 O -0.849
10 H 0.300
11 H 0.493
12 O -0.668
13 H 0.301
14 H 0.436
15 O -0.763
16 H 0.343
17 H 0.377
18 O -0.775
19 H 0.052
20 H 0.303
21 O -0.829
22 H 0.346
23 H 0.125
24 O -0.656
25 H 0.315
26 H 0.215
27 O -0.605
28 H 0.246
29 H 0.279
30 O -0.587
31 H 0.234
32 H 0.295
33 O -0.709
34 H 0.305
35 H 0.125
36 O -0.568
37 H 0.134
38 H 0.333
39 O -0.624
40 H 0.372
41 H 0.279
42 O -0.711
43 H 0.270
44 H 0.526
45 O -0.629
46 H 0.253
47 H 0.255
48 O -0.710
49 H 0.471
50 H 0.307
51 O -0.697
52 H 0.321
53 H 0.401
54 O -0.724
55 H 0.421
56 H 0.242

---

Here is C32H22Br4IrN4O2S2 as an isolated structure from the Open Molecules 2025 dataset. Energies are from ωB97M-V with the def2-TZVPD basis set.

Properties
lowest unoccupied orbital energy (spin up / spin down) = -0.2470 / -0.3356 Eh
HOMO level (spin up / spin down) = -12.4 / -12.9 eV
⟨S²⟩ = 8.82
ΔE to the lowest compared entry with this formula, charge and spin = 0.0 kJ/mol
Kohn-Sham gap (spin up / spin down) = 5.6321 / 3.7786 eV

```
! RIJCOSX wB97M-V def2-TZVPD def2/J DEFGRID3
* xyz 2 6
Ir 0.3128 1.0067 0.0596
S 7.2787 3.2105 0.1494
C 7.3288 4.9135 0.0238
C 6.0529 5.4908 -0.0702
C 5.0579 4.5663 -0.0772
C 5.5663 3.2357 0.0505
C 4.7537 2.0592 0.0807
C 3.3478 2.1000 0.0431
N 2.6195 1.0107 0.1521
C 3.2111 -0.2188 0.1769
C 4.6159 -0.3781 0.1856
C 5.1818 -1.7094 0.2148
C 4.3624 -2.7737 0.3016
C 2.9149 -2.6322 0.2827
C 2.0712 -3.7524 0.3229
C 0.7066 -3.5801 0.2506
C 0.2420 -2.2541 0.1208
N 0.9997 -1.1978 0.0955
C 2.3435 -1.3691 0.2091
C -0.2114 -4.7126 0.2575
C 0.1292 -6.0319 0.0832
C -1.0263 -6.8805 0.0471
C -2.1665 -6.1863 0.2174
S -1.9169 -4.5275 0.3600
C 5.3674 0.8022 0.1402
H 8.2589 5.4889 0.0155
H 5.8690 6.5739 -0.1263
H 4.0168 4.8495 -0.1326
H 2.7981 3.0147 -0.0491
H 6.2534 -1.8263 0.1732
H 4.7730 -3.7899 0.3646
H 2.5117 -4.7640 0.4100
H -0.8131 -2.0305 0.0182
H 1.1109 -6.4391 -0.0275
H -0.9860 -7.9279 -0.1185
H -3.1580 -6.6041 0.2291
H 6.4302 0.7080 0.1946
Br -4.4042 6.3105 0.6782
C -2.8850 5.2701 0.4496
C -1.6532 5.9338 0.0496
Br -1.5699 7.7158 -0.2858
C -0.4914 5.1874 -0.0860
Br 1.1969 5.8969 -0.4482
C -0.4684 3.8224 0.1048
O 0.6253 3.1040 -0.0162
C -1.7104 3.1363 0.5036
O -1.6595 1.8882 0.6586
C -2.8987 3.9168 0.6642
Br -4.4328 3.0309 1.2826
N -1.3560 -0.0259 -1.1312
C -2.3915 -0.5090 -0.9514
N -3.5463 -1.0354 -0.6299
C -4.1494 -0.7828 0.7003
C -5.6068 -0.4537 0.5494
C -6.3064 -1.5921 -0.1990
C -5.6810 -1.8583 -1.5705
C -4.1767 -2.1094 -1.4456
H -3.5392 0.0025 1.1547
H -4.0697 -1.7210 1.2449
H -5.7551 0.5147 0.0187
H -6.0298 -0.3436 1.5517
H -7.3680 -1.3611 -0.2829
H -6.2404 -2.4910 0.4304
H -5.8378 -0.9617 -2.1892
H -6.1414 -2.7157 -2.0745
H -3.6560 -2.1494 -2.4074
H -4.0052 -3.0640 -0.9524
*
```

Charge distribution, Mulliken scheme, values in e:
1 Ir 1.234
2 S -0.105
3 C -0.302
4 C -0.372
5 C -0.283
6 C 0.569
7 C 0.944
8 C -0.488
9 N -0.363
10 C -0.169
11 C 0.582
12 C -1.187
13 C -0.924
14 C 1.292
15 C -0.828
16 C 0.702
17 C 0.305
18 N -0.492
19 C -0.340
20 C 0.425
21 C -0.678
22 C -0.589
23 C -0.432
24 S -0.038
25 C -0.407
26 H 0.481
27 H 0.426
28 H 0.213
29 H 0.394
30 H 0.470
31 H 0.423
32 H 0.378
33 H -0.218
34 H 0.370
35 H 0.455
36 H 0.458
37 H 0.500
38 Br -0.092
39 C 0.125
40 C 0.245
41 Br -0.069
42 C -0.006
43 Br -0.068
44 C 0.284
45 O -0.728
46 C 0.414
47 O -0.778
48 C 0.116
49 Br -0.077
50 N -0.809
51 C 0.852
52 N 0.143
53 C -0.409
54 C -0.597
55 C -0.763
56 C -0.699
57 C -0.514
58 H 0.374
59 H 0.164
60 H 0.286
61 H 0.320
62 H 0.337
63 H 0.323
64 H 0.308
65 H 0.375
66 H 0.495
67 H 0.043

---

Here is an isolated molecule of C8H13PS from the Open Molecules 2025 dataset. Energies are from ωB97M-V with the def2-TZVPD basis set.

Properties
lowest unoccupied orbital energy = 0.0332 Eh
SMILES = CCP(CC)c1cccs1
HOMO level = -8.8 eV
ΔE to the lowest compared entry with this formula, charge and spin = 42.7 kJ/mol
Kohn-Sham gap = 9.7453 eV

```
! RIJCOSX wB97M-V def2-TZVPD def2/J DEFGRID3
* xyz 0 1
C 2.4584 -1.1334 0.9926
C 1.1561 -0.5638 0.8666
C 3.2648 -0.7888 -0.0588
C 0.8993 -0.0640 -0.3720
C -0.8807 3.2685 0.0010
C -0.8868 -2.2598 -0.8329
C -1.3081 1.7572 0.3526
C -1.6082 -1.0024 -0.4167
P -0.8339 0.5601 -1.0370
S 2.3372 -0.0584 -1.3572
H 2.7021 -1.5971 1.9254
H 0.3522 -0.8505 1.5435
H 4.1242 -1.3352 -0.1764
H -0.0691 3.1507 -0.7524
H -1.6166 3.7914 -0.5288
H -0.3379 3.7818 0.7908
H -1.2563 -2.7213 -1.7638
H 0.2350 -2.1747 -0.9296
H -1.0343 -2.9644 0.0789
H -2.4399 1.7446 0.5410
H -0.9184 1.5210 1.3604
H -1.6851 -0.9871 0.7092
H -2.6538 -1.0744 -0.9365
*
```

Charge distribution, Mulliken scheme, values in e:
1 C -0.441
2 C -0.203
3 C -0.630
4 C 0.130
5 C -1.053
6 C -0.917
7 C -0.613
8 C -0.481
9 P -0.047
10 S -0.142
11 H 0.396
12 H 0.307
13 H 0.461
14 H 0.290
15 H 0.337
16 H 0.313
17 H 0.360
18 H 0.234
19 H 0.224
20 H 0.446
21 H 0.374
22 H 0.294
23 H 0.361

---

Here is a 2-piece molecular cluster, C16H17NO overall from the Open Molecules 2025 dataset. Energies are from ωB97M-V with the def2-TZVPD basis set.

Properties
lowest unoccupied orbital energy = 0.0256 Eh
SMILES = Cc1c[nH]c2ccccc12.Cc1ccc(O)cc1
HOMO level = -7.6 eV
ΔE to the lowest compared entry with this formula, charge and spin = 239.7 kJ/mol
Kohn-Sham gap = 8.3393 eV

```
! RIJCOSX wB97M-V def2-TZVPD def2/J DEFGRID3
* xyz 0 1
C 3.0999 0.6087 2.3256
C 0.6684 -1.7509 0.9561
C 1.0119 -0.6803 1.8005
C 2.3680 -0.3826 1.5330
C 2.8345 -1.0253 0.4240
C -0.6402 -2.2921 0.8911
C -1.5156 -1.9136 1.9337
C 0.1373 -0.1994 2.7861
C -1.0696 -0.9274 2.8532
N 1.7879 -1.9260 0.0743
H 1.7358 -2.4184 -0.7588
H -0.9068 -2.9858 0.1913
H 3.8164 -1.0339 -0.1929
H -2.4917 -2.2355 1.9192
H 0.3804 0.4222 3.5881
H 3.3167 0.3359 3.4272
H 2.3486 1.3650 2.5139
H -1.7370 -0.6766 3.6324
H 4.0068 1.0947 1.9350
C -1.2462 3.4056 -1.5174
C -0.0009 -0.0461 -2.0475
C -1.1376 -0.7771 -2.2695
C -0.0145 1.3962 -2.0274
C -1.2701 2.0476 -1.9436
C -2.3560 -0.0469 -2.3829
C -2.4392 1.3432 -2.0786
O -0.8733 -2.1205 -2.3226
H 1.0291 -0.4779 -2.2334
H 0.8869 2.0031 -1.7041
H -3.2011 -0.4602 -2.8945
H -1.6408 -2.6720 -2.4692
H -0.9029 4.0700 -2.3097
H -0.4027 3.5940 -0.8293
H -3.3956 1.7205 -1.7646
H -2.1866 3.6418 -1.0388
*
```

Charge distribution, Mulliken scheme, values in e:
1 C -1.359
2 C -0.538
3 C 1.695
4 C 0.695
5 C -0.819
6 C -0.667
7 C -0.863
8 C -1.017
9 C -0.458
10 N 0.013
11 H 0.228
12 H 0.590
13 H 0.276
14 H 0.470
15 H 0.442
16 H 0.265
17 H 0.325
18 H 0.404
19 H 0.336
20 C -1.411
21 C 0.122
22 C 0.359
23 C -0.850
24 C 1.289
25 C -0.705
26 C -0.865
27 O -0.488
28 H 0.258
29 H 0.217
30 H 0.380
31 H 0.321
32 H 0.309
33 H 0.339
34 H 0.327
35 H 0.376

---

Here is a 2-piece molecular cluster, C5H10O overall from the Open Molecules 2025 dataset. Energies are from ωB97M-V with the def2-TZVPD basis set.

Properties
lowest unoccupied orbital energy = 0.0326 Eh
SMILES = OC1=CCCC1.[H][H]
HOMO level = -7.9 eV
ΔE to the lowest compared entry with this formula, charge and spin = 323.6 kJ/mol
Kohn-Sham gap = 8.7470 eV

```
! RIJCOSX wB97M-V def2-TZVPD def2/J DEFGRID3
* xyz 0 1
O -2.1132 0.2916 0.3498
C -0.8154 0.1289 -0.0217
C -0.2574 -1.2654 -0.1322
C 1.2606 -1.0159 0.0346
C 1.3679 0.4144 0.5655
C 0.1859 1.0487 -0.1077
H -2.5908 -0.5433 0.2970
H -1.6729 1.6548 -1.2637
H -0.6853 -1.9714 0.5900
H -0.4830 -1.6571 -1.1406
H 1.7583 -1.0281 -0.9380
H 1.7149 -1.7586 0.6867
H 1.1679 0.4376 1.6500
H 2.3321 0.9054 0.4092
H -1.5610 2.1787 -0.7484
H 0.2723 1.9829 -0.6349
*
```

Charge distribution, Mulliken scheme, values in e:
1 O -0.454
2 C 0.295
3 C -0.591
4 C -0.627
5 C -0.624
6 C -0.439
7 H 0.314
8 H -0.011
9 H 0.347
10 H 0.255
11 H 0.270
12 H 0.315
13 H 0.194
14 H 0.337
15 H 0.021
16 H 0.399

---

Here is an isolated molecule of C5H12O2 from the Open Molecules 2025 dataset. Energies are from ωB97M-V with the def2-TZVPD basis set.

Properties
lowest unoccupied orbital energy = 0.0364 Eh
SMILES = CO[C@@H](C)CCO
HOMO level = -9.8 eV
ΔE to the lowest compared entry with this formula, charge and spin = 104.0 kJ/mol
Kohn-Sham gap = 10.7910 eV

```
! RIJCOSX wB97M-V def2-TZVPD def2/J DEFGRID3
* xyz 0 1
C -1.6433 -0.4659 1.5086
O -0.3249 -0.2793 1.0449
C -0.2124 0.4014 -0.2082
C -0.5291 1.8852 -0.0594
C 1.2189 0.1675 -0.6904
C 1.5116 -1.2693 -1.1161
O 1.2104 -2.2286 -0.1277
H -2.1046 0.4766 1.8316
H -1.5847 -1.1367 2.3689
H -2.2769 -0.9269 0.7368
H -0.9235 -0.0598 -0.9167
H 0.1588 2.3421 0.6603
H -1.5541 2.0534 0.2868
H -0.4158 2.3945 -1.0221
H 1.8936 0.4620 0.1220
H 1.4199 0.8348 -1.5382
H 0.9535 -1.4898 -2.0412
H 2.5803 -1.3607 -1.3524
H 0.6222 -1.8006 0.5125
*
```

Charge distribution, Mulliken scheme, values in e:
1 C -0.793
2 O -0.446
3 C 0.564
4 C -1.480
5 C -0.819
6 C -0.494
7 O -0.563
8 H 0.298
9 H 0.267
10 H 0.339
11 H 0.298
12 H 0.325
13 H 0.389
14 H 0.409
15 H 0.328
16 H 0.357
17 H 0.259
18 H 0.312
19 H 0.450